Formula: C26H48N2O9P
Source: OMol25
Level of theory: ωB97M-V with the def2-TZVPD basis set

Calculated values
E_tot in eV: -58426.4011
Orbital gap in Ha: 0.23340
Spin multiplicity: 1
Energy relative to the best compared isomer or geometry (same formula, charge and spin) in eV: 7.346
Total charge: +1

Geometry (Å):
P1 1.15599 2.38615 4.09369
O1 -1.66283 4.12270 4.89914
O2 -2.25261 -3.00070 0.80275
O3 1.21940 2.43434 -2.41941
O4 1.87649 3.05929 5.50467
O5 -6.22252 3.96797 3.75725
O6 1.26116 3.66621 2.95312
O7 0.66523 -4.98931 -7.48988
O8 2.85075 -3.52764 -3.05672
O9 -0.26312 -2.07796 0.13113
N1 2.35739 1.07762 3.65365
N2 2.76568 0.37819 4.69305
C1 1.06384 -4.74040 -4.05425
C2 3.04303 -1.18938 -0.58087
C3 3.64079 -0.11062 1.81065
C4 2.55122 -6.40912 -7.77133
C5 0.70377 0.17115 -0.44470
C6 0.12946 -7.24994 -7.99438
C7 3.65719 -0.68250 4.44997
C8 -0.59639 3.62140 -3.39468
C9 -6.68921 2.85910 3.56911
C10 -0.63216 -2.87533 2.66578
C11 -3.47521 5.31760 3.92595
C12 2.65226 1.02914 2.26505
C13 0.27813 -0.83421 0.72182
C14 -1.10140 -2.65323 1.16011
C15 4.11251 -0.97484 3.00634
C16 4.08703 -0.30540 0.29951
C17 1.61646 4.75807 -2.74050
C18 -2.09145 5.19437 4.50293
C19 1.07333 -4.06538 -1.57172
C20 -1.25520 6.44475 4.57285
C21 1.07609 -6.10950 -7.72911
C22 0.78714 3.50396 -2.81428
C23 1.94567 -0.30970 -1.34436
C24 -7.70479 2.61143 2.48583
C25 1.76481 -4.06129 -2.90878
C26 -6.27293 1.68223 4.41102
H1 -3.96099 4.34154 3.93814
H2 0.06679 -3.77040 2.77415
H3 2.61922 -2.06591 0.02052
H4 -0.20384 0.23919 -1.15575
H5 1.77312 5.15956 -3.74364
H6 4.85167 -1.83243 2.84342
H7 3.69373 -1.67453 -1.40354
H8 0.27177 -8.03294 -7.24644
H9 -7.13984 1.27541 4.93572
H10 0.10301 -4.25664 -4.24154
H11 -0.53778 3.97252 -4.42687
H12 -0.11149 -1.97683 3.14057
H13 4.02760 -1.29948 5.34341
H14 0.82823 1.24585 -0.03652
H15 0.92685 -5.09313 -1.23171
H16 0.11415 -3.55164 -1.64872
H17 -5.81898 0.91548 3.77954
H18 4.36988 0.67018 -0.22333
H19 -8.63525 2.24584 2.92517
H20 -0.54313 -0.37005 1.38358
H21 2.58875 4.52403 -2.30151
H22 2.82887 -6.77073 -8.76361
H23 0.91688 -5.79825 -3.82516
H24 -5.53756 2.00790 5.14996
H25 -0.28280 6.20686 5.01010
H26 -0.89901 -6.88842 -7.93149
H27 -1.74946 7.18752 5.20223
H28 -4.06802 6.01021 4.52656
H29 -7.90942 3.54687 1.96096
H30 1.21180 3.59958 5.98774
H31 1.11695 5.49763 -2.11101
H32 0.29961 -7.64892 -8.99655
H33 5.05736 -0.93296 0.32627
H34 -1.57093 -3.11143 3.27787
H35 1.51423 -0.83876 -2.26384
H36 -7.31440 1.88593 1.76899
H37 0.72139 3.40019 2.17091
H38 2.80106 -7.15482 -7.01349
H39 -3.41690 5.66682 2.89265
H40 -1.09886 6.84395 3.56861
H41 3.11216 -5.49574 -7.56203
H42 -1.19412 4.31045 -2.79423
H43 1.67737 -4.65886 -4.95371
H44 1.13675 -1.15493 1.40733
H45 -1.07734 2.64099 -3.38526
H46 2.19551 1.75450 1.50150
H47 2.43775 0.65112 -1.75272
H48 1.69266 -3.54158 -0.84361

Forces on atoms 1 to 2 (eV/Å):
-2.10 2.56 2.02
0.13 0.30 -0.15

---

Formula: C31H58F4IN3O11P2S2
Source: OMol25
Level of theory: ωB97M-V with the def2-TZVPD basis set

Calculated values
E_tot in eV: -119285.8023
Orbital gap in Ha: 0.05310
Spin multiplicity: 1

Geometry (Å):
I1 -0.66200 -3.58999 -2.08842
S1 3.74756 -4.14574 -2.36750
S2 -1.50928 1.60166 -2.47918
P1 -1.37103 0.41982 0.68101
P2 0.31096 1.03962 -2.12892
F1 2.72452 -3.32443 3.04251
F2 5.01518 -4.33729 -1.29466
F3 3.20624 -1.65975 4.29609
F4 1.16224 -1.86986 3.70410
O1 -0.53887 1.83523 0.77366
O2 -2.93427 0.80183 0.30474
O3 2.69562 -3.19177 0.02104
O4 2.81468 -5.19635 -2.08034
O5 4.05452 -1.53517 -2.75092
O6 -0.26035 -1.05803 -3.58001
O7 3.09786 0.15872 2.67817
O8 -5.64804 3.25931 2.64725
O9 4.30606 -4.38341 -3.67647
O10 -1.42903 -0.13008 2.04264
O11 1.47594 -3.43757 -3.79480
N1 -5.57094 2.43421 3.72510
N2 0.67662 -4.11164 0.91755
N3 1.89934 -0.81195 -0.47276
C1 3.06113 -2.37757 -2.27343
C2 5.44047 -1.69129 -2.73124
C3 -6.86790 2.12385 4.34936
C4 -5.62494 1.69780 6.58206
C5 1.61667 -0.86387 1.04581
C6 6.23621 -1.48204 -1.37525
C7 -3.15388 2.33382 3.67731
C8 2.73772 0.46720 -0.46293
C9 2.76734 -2.00031 -0.74589
C10 -4.21700 4.08603 5.08228
C11 2.77540 -1.09229 2.05136
C12 4.68509 3.06598 -2.58493
C13 1.80828 -2.16364 -3.28044
C14 -1.53238 -1.46794 -4.03265
C15 0.44508 -1.68721 -2.52454
C16 2.40081 -2.04674 3.26246
C17 0.55875 -3.61344 -6.16192
C18 1.62044 -3.86562 0.36411
C19 -0.73330 -0.86065 -0.47689
C20 0.60959 -0.69085 -1.27292
C21 2.22196 -1.25651 -4.47554
C22 3.47838 1.05041 -1.68766
C23 -7.14364 0.64720 4.00509
C24 -4.37752 2.65895 4.53203
C25 -8.06025 2.94215 3.84696
C26 4.37360 2.92870 -0.08368
C27 3.67427 2.60897 -1.43580
C28 -6.84295 2.29660 5.87907
C29 1.70436 -3.86509 -5.10971
C30 -4.37776 1.65156 5.69524
C31 -1.95972 -0.39799 -5.13884
H1 3.77631 -1.62059 -0.45416
H2 -8.20727 2.83385 2.77246
H3 2.43422 -0.20425 -4.22557
H4 -3.05026 1.74163 0.54512
H5 5.92002 -2.58839 -3.18499
H6 -1.58243 -2.39706 -4.63611
H7 5.72292 -0.79661 -0.66835
H8 -5.41837 2.28022 7.48500
H9 -7.20216 0.50590 2.92415
H10 0.98436 -3.86078 -7.15708
H11 -4.15671 4.81945 4.27614
H12 -6.35846 -0.01166 4.38119
H13 2.68617 -3.64081 -5.58171
H14 7.20834 -0.99724 -1.61521
H15 -6.88745 3.36296 6.11989
H16 -3.29156 4.16841 5.66244
H17 3.03484 0.99766 -2.69238
H18 -8.98173 2.60363 4.33059
H19 -1.56622 -0.97349 -1.20680
H20 -7.75053 1.86840 6.31830
H21 2.18605 1.30719 0.00745
H22 4.52113 0.68727 -1.80073
H23 -4.28777 0.64056 5.28519
H24 -3.25013 1.34522 3.22492
H25 -2.64157 0.36334 -4.72375
H26 3.60520 0.37924 0.22954
H27 1.73553 -4.98090 -5.06540
H28 -1.06071 0.15131 -5.49773
H29 4.63641 4.00692 -0.05343
H30 4.05607 0.22822 2.79121
H31 5.24263 2.28080 0.14502
H32 0.12078 -2.60094 -6.11676
H33 -5.03637 4.38386 5.73935
H34 2.72859 3.16300 -1.59662
H35 5.65382 3.31784 -2.09953
H36 3.62153 2.79379 0.73298
H37 6.48898 -2.43354 -0.87412
H38 -0.78698 -1.78933 0.13328
H39 -2.24033 2.33302 4.28011
H40 -2.47398 -0.87902 -5.99128
H41 5.85972 -0.87764 -3.37144
H42 -5.85358 0.68603 6.92868
H43 -0.98180 2.56072 0.29360
H44 3.12548 -1.62776 -5.00456
H45 0.82811 2.11504 -1.36488
H46 1.01402 1.11052 -3.36486
H47 4.90556 2.21131 -3.25517
H48 -7.94039 4.00378 4.07328
H49 1.16480 0.08727 1.40162
H50 -0.28306 -4.32801 -6.01663
H51 1.46889 -1.21689 -5.28801
H52 -3.48866 1.78795 6.31846
H53 -8.09366 0.30686 4.43540
H54 -3.01255 3.06319 2.87437
H55 3.73895 -1.47959 1.66556
H56 4.31862 3.94717 -3.13926
H57 -2.37146 -1.40796 -3.30683
H58 0.88027 -1.63464 1.33930

Forces on atoms 1 to 2 (eV/Å):
-0.20 -0.21 0.68
-0.17 -4.45 -2.05

---

Formula: C5H10
Source: OMol25
Level of theory: ωB97M-V with the def2-TZVPD basis set

Calculated values
E_tot in eV: -5346.4922
Orbital gap in Ha: 0.43645
Spin multiplicity: 1
Energy relative to the best compared isomer or geometry (same formula, charge and spin) in eV: 0.774
Structure (SMILES): CC1CCC1

Geometry (Å):
C1 -0.07265 -1.80296 0.45749
C2 -0.21585 0.81132 0.87866
C3 0.09787 0.26379 -1.17679
C4 -0.06342 1.60842 -0.43912
C5 0.44293 -0.39971 0.17424
H1 1.53263 -0.32788 0.34447
H2 -0.91664 2.22393 -0.76101
H3 0.15179 -2.11097 1.47977
H4 0.85298 0.19340 -1.97950
H5 0.84019 2.22748 -0.44423
H6 -1.15881 -1.85348 0.34488
H7 0.38812 -2.54901 -0.20126
H8 0.27276 1.21304 1.76850
H9 -0.87397 -0.09951 -1.55249
H10 -1.27793 0.60215 1.10639

Forces on atoms 1 to 2 (eV/Å):
0.21 0.05 0.07
-0.42 -0.05 0.06

---

Formula: C4H6O2
Source: OMol25
Level of theory: ωB97M-V with the def2-TZVPD basis set

Calculated values
E_tot in eV: -8337.6461
Orbital gap in Ha: 0.37548
Spin multiplicity: 1
Energy relative to the best compared isomer or geometry (same formula, charge and spin) in eV: 2.815
Structure (SMILES): OC/C=C1\CO1

Geometry (Å):
O1 1.16150 0.61939 1.87743
O2 -2.08570 0.09297 -1.12683
C1 1.24969 -0.76624 1.40938
C2 -0.68737 0.06493 -1.38651
C3 0.57551 0.29114 0.71027
C4 -0.01385 0.86976 -0.32012
H1 -2.13284 -0.07898 -0.18365
H2 -0.32047 -0.97372 -1.38512
H3 0.73214 -1.49293 2.03211
H4 -0.19453 1.94023 -0.29715
H5 -0.52568 0.47920 -2.38757
H6 2.24161 -1.04577 1.05775

Forces on atoms 1 to 2 (eV/Å):
0.17 0.19 0.06
-0.06 -0.13 -0.29

---

Formula: H22O11
Source: OMol25
Level of theory: ωB97M-V with the def2-TZVPD basis set

Calculated values
E_tot in eV: -22874.1151
Orbital gap in Ha: 0.29040
Spin multiplicity: 1
Energy relative to the best compared isomer or geometry (same formula, charge and spin) in eV: 7.399
Structure (SMILES): O.O.O.O.O.O.O.O.O.O.O

Geometry (Å):
O1 -0.91932 -3.51562 0.92252
O2 1.40137 0.52251 -3.83060
O3 0.97957 0.79921 3.40772
O4 -3.31448 1.50323 -0.23206
O5 -1.36759 2.31317 1.71672
O6 2.23337 -1.58744 2.12307
O7 -0.71930 -0.09852 -4.03964
O8 0.17841 4.61200 -0.09212
O9 2.86829 -3.14883 -0.17306
O10 -0.88474 -1.64559 0.87835
O11 -0.05532 0.46173 -0.01148
H1 1.00470 4.41914 -0.65611
H2 1.62908 -1.69522 1.38890
H3 2.95052 -1.10386 1.88403
H4 -1.73883 1.41898 2.02033
H5 -0.42301 -1.81580 0.04657
H6 0.76366 -0.08212 3.34530
H7 2.98835 -2.35705 0.36456
H8 -1.60809 2.80377 2.44676
H9 -0.43396 1.19990 -0.44553
H10 1.88899 0.73083 3.80691
H11 -1.53098 -0.61438 -3.94968
H12 -1.30265 -3.91114 0.10383
H13 0.00386 -3.45215 0.97075
H14 -2.63217 1.84133 0.25976
H15 1.38497 0.81570 -4.77600
H16 0.36429 0.86545 0.81022
H17 1.99164 -3.46988 0.09188
H18 -0.30647 3.80524 -0.01600
H19 0.96733 -0.39050 -4.02551
H20 -3.27563 1.75790 -1.13986
H21 -1.21605 0.80827 -3.99676
H22 -1.86982 -1.79026 0.79625

Forces on atoms 1 to 2 (eV/Å):
-3.21 -8.56 -0.38
0.77 -1.76 -2.20

---

Formula: C24H32ClN3O2
Source: OMol25
Level of theory: ωB97M-V with the def2-TZVPD basis set

Calculated values
E_tot in eV: -46495.1747
Orbital gap in Ha: 0.30726
Spin multiplicity: 1
Energy relative to the best compared isomer or geometry (same formula, charge and spin) in eV: 0.000
Structure (SMILES): CCOc1cccc(CN2CCC[C@@H](N3CCN(c4cccc(Cl)c4)CC3)C2)c1O

Geometry (Å):
Cl1 6.72341 -2.04310 0.96051
O1 -2.20755 -1.51679 1.32326
O2 -1.53134 -1.21349 3.84579
N1 -3.07432 1.00092 -1.00106
N2 2.92406 -0.60708 -2.09911
N3 0.45470 0.76797 -2.26405
C1 -3.82983 1.64751 3.42743
C2 -3.21531 2.43886 -0.88386
C3 -0.92478 1.20612 -2.11708
C4 5.81491 -2.78321 -2.83380
C5 1.29409 0.89131 -1.08898
C6 -2.40640 -0.27363 3.35013
C7 -3.62246 0.41258 1.36535
C8 2.05644 -0.79226 -3.23864
C9 4.77564 -1.31925 -0.73734
C10 -2.49938 3.12041 -2.04816
C11 -4.16299 1.46216 2.10195
C12 -2.74328 -0.45982 1.99812
C13 2.74815 0.70662 -1.51968
C14 -2.94657 0.78359 4.05878
C15 4.65852 -2.05144 -3.01617
C16 5.93498 -2.04940 -0.58316
C17 -1.15476 -1.13830 5.20484
C18 -3.93523 0.24412 -0.10316
C19 -1.67997 0.61563 -0.91591
C20 -1.02491 2.73171 -2.05842
C21 0.60394 -0.56639 -2.80666
C22 4.10801 -1.29839 -1.97036
C23 6.47670 -2.79246 -1.61827
C24 -0.21688 -2.30065 5.49009
H1 2.98411 1.47513 -2.27248
H2 -0.72091 -3.24369 5.29508
H3 7.38313 -3.35723 -1.47611
H4 1.17147 1.88406 -0.65602
H5 -0.64777 -0.18347 5.40080
H6 6.21852 -3.34902 -3.66038
H7 -0.04587 -0.67144 -3.67768
H8 2.14904 -1.81315 -3.60905
H9 -4.25702 2.46673 3.98539
H10 -0.51251 3.16748 -2.91681
H11 1.05133 0.13402 -0.32396
H12 -4.28024 2.68311 -0.91490
H13 -0.54903 3.10702 -1.15050
H14 -4.86114 2.13250 1.62382
H15 2.30337 -0.08652 -4.04615
H16 -2.69534 0.94122 5.09552
H17 -1.66050 -2.00760 1.95263
H18 0.66120 -2.23727 4.85270
H19 -1.21688 0.96927 0.02197
H20 0.33414 -1.34500 -2.07188
H21 0.09609 -2.27349 6.52962
H22 -2.60711 4.20287 -1.95860
H23 -1.44927 0.87995 -3.02239
H24 -1.62441 -0.47405 -0.93715
H25 -4.96447 0.55853 -0.29691
H26 3.41296 0.84189 -0.66928
H27 -2.04606 -1.20133 5.84402
H28 4.19473 -2.05075 -3.98931
H29 -3.83225 -0.80982 -0.37162
H30 -2.96537 2.80335 -2.98228
H31 -2.80149 2.81730 0.06874
H32 4.37996 -0.78445 0.11076

Forces on atoms 1 to 2 (eV/Å):
0.09 -0.01 0.18
0.00 0.01 0.04